Computed, not measured: 5 unconnected molecules or ions with the total composition C58H131NOP3 at a distorted geometry, with ωB97M-V with the def2-TZVPD basis set.

Geometry as XYZ:
```
194
Properties=species:S:1:pos:R:3:forces:R:3
C 0.488336 -1.413589 0.572344 1.8 0.1 1.3
O 1.185436 -0.492589 1.353494 -0.8 0.5 -0.3
H 0.143616 -2.275999 1.142874 -0.6 -0.3 0.5
H -0.353554 -1.086009 -0.037596 -0.5 0.6 -0.3
H 1.194786 -1.908429 -0.094106 0.2 -0.3 -1.0
C -7.450754 5.436091 0.075144 0.9 0.6 -0.5
C -7.226974 4.389071 1.137064 -1.5 0.6 0.0
C -6.426374 3.180131 0.728704 1.1 0.5 -0.7
C -4.936924 3.489481 0.369984 -1.8 0.6 0.5
N -4.201234 2.299641 -0.104726 0.7 -0.7 -0.7
C -4.104114 1.168621 0.905934 0.8 0.3 -0.7
C -2.813384 0.417881 0.456344 -0.6 0.0 1.4
C -1.809784 1.468041 -0.078186 -1.3 0.4 -0.4
C -2.721424 2.680981 -0.453016 -0.7 -0.4 -0.3
C -4.814774 1.752461 -1.399216 -0.5 0.3 -0.2
H -6.474654 5.813641 -0.229476 -0.1 0.4 -0.4
H -8.005114 6.272701 0.500434 0.0 0.0 -0.1
H -7.986964 5.091931 -0.809226 0.0 -0.2 0.0
H -8.249154 4.029141 1.254164 0.1 -0.3 0.9
H -6.923614 4.960971 2.013994 0.2 -0.7 0.4
H -6.925124 2.906201 -0.200986 0.0 -0.7 0.1
H -6.481514 2.400391 1.488344 -0.1 -0.1 -0.1
H -4.453324 3.951531 1.230644 0.4 -0.4 0.1
H -4.926854 4.254441 -0.406446 0.2 -0.2 -0.2
H -5.045464 0.619861 0.934814 0.2 -0.2 -0.3
H -3.973764 1.580731 1.906564 0.1 0.4 -0.1
H -3.057924 -0.409029 -0.210376 0.2 0.2 -0.2
H -2.448624 -0.019919 1.385524 0.3 -0.3 -0.2
H -1.284754 1.107891 -0.962906 0.0 0.0 0.1
H -1.044714 1.740061 0.648994 -0.2 -0.1 0.1
H -2.830924 2.863441 -1.522036 0.7 0.1 0.0
H -2.478404 3.632961 0.018984 -0.1 -0.2 0.2
H -4.999964 2.563971 -2.102956 0.3 0.3 0.2
H -5.796164 1.293031 -1.281316 0.2 0.0 0.7
H -4.177594 1.029761 -1.908926 0.3 0.1 0.5
C 1.453726 -2.729969 -7.220416 -0.8 0.2 0.0
C -0.082884 -2.983079 -7.095676 1.9 -0.5 -1.4
C -0.540274 -3.200419 -5.662736 0.7 0.1 -1.3
C -2.051874 -3.302249 -5.643406 -0.5 0.0 1.3
P -2.857554 -3.066609 -3.995356 -0.4 1.3 -1.1
C -4.445274 -3.851189 -4.072566 -0.2 0.6 -0.5
C -5.368544 -3.219789 -5.167366 0.2 0.2 1.5
C -6.763214 -3.763339 -4.965886 -0.3 -0.8 -1.2
C -6.731874 -5.300489 -5.166036 -0.8 0.7 0.0
C -1.896554 -3.840819 -2.728306 0.1 -0.4 -0.2
C -2.376244 -3.611869 -1.286946 1.7 -1.6 0.5
C -1.488884 -4.576029 -0.359236 -0.3 1.8 0.5
C -2.057704 -4.753709 1.055944 -0.3 -0.5 -0.3
C -3.205204 -1.299039 -3.535956 -0.2 -1.3 0.3
C -2.034894 -0.392089 -3.556996 2.7 1.3 -0.1
C -1.898914 0.469221 -4.801856 -1.2 0.9 0.6
C -2.977844 1.566711 -4.747956 -0.3 -0.3 -0.8
H 2.037236 -3.598759 -6.915746 0.0 0.1 0.5
H 1.703516 -1.821629 -6.672116 0.4 -0.1 0.1
H 1.731966 -2.582359 -8.263916 -0.2 0.2 0.0
H -0.175254 -3.894519 -7.686326 -0.7 -0.2 0.1
H -0.587294 -2.222899 -7.692166 -0.3 0.3 0.5
H -0.053504 -2.415739 -5.083576 -0.5 0.1 0.5
H -0.088854 -4.159919 -5.410416 -0.1 0.1 0.6
H -2.333104 -4.328219 -5.880896 -0.1 -0.1 -0.2
H -2.531524 -2.674609 -6.394476 0.0 0.2 0.2
H -4.902404 -3.747499 -3.088506 -0.2 0.0 0.1
H -4.273894 -4.917879 -4.217166 -0.1 0.0 -0.2
H -4.984384 -3.367979 -6.176606 -0.1 -0.4 0.0
H -5.485604 -2.140149 -5.073726 0.6 0.2 0.3
H -7.332934 -3.223079 -5.721956 -0.5 -0.5 -0.3
H -7.259714 -3.472269 -4.040216 0.5 0.0 0.3
H -6.468214 -5.828049 -4.249376 0.2 0.0 -0.1
H -6.022204 -5.511279 -5.966056 -0.1 -0.3 0.0
H -7.714284 -5.682759 -5.443256 0.1 0.0 -0.1
H -0.845184 -3.666579 -2.957136 0.2 0.6 0.6
H -1.929644 -4.898819 -2.988396 -0.4 -0.3 0.1
H -3.420964 -3.883639 -1.135956 -0.1 0.2 -0.2
H -2.177394 -2.575309 -1.014736 -0.2 0.0 0.2
H -0.559644 -4.034619 -0.181806 0.3 -0.1 -0.4
H -1.229904 -5.508809 -0.860196 -0.3 -0.1 0.1
H -1.365444 -5.285659 1.708554 0.1 0.0 -0.1
H -2.974004 -5.343999 1.047984 -0.1 0.0 0.0
H -2.270274 -3.806339 1.551334 0.0 0.2 -0.2
H -3.546334 -1.397849 -2.505446 -0.2 -0.2 0.2
H -4.049554 -0.870189 -4.075636 0.1 -0.3 -0.3
H -1.041874 -0.839889 -3.518236 -0.1 -1.0 0.5
H -1.999724 0.267771 -2.690136 -0.4 0.1 0.2
H -1.901124 -0.229629 -5.638346 -0.3 0.5 -0.5
H -0.990024 1.069521 -4.842526 0.4 -0.6 0.2
H -2.814624 2.230911 -3.899246 0.5 0.2 -0.1
H -3.997724 1.217451 -4.586796 -0.1 -0.3 -0.3
H -2.967624 2.135481 -5.677736 -0.1 0.2 0.2
C -2.900224 -1.827149 5.703224 -1.3 1.0 -0.4
C -2.630134 -0.901029 4.494244 2.1 0.8 0.7
C -1.230124 -0.114959 4.766974 -1.2 -0.2 0.9
C -0.757024 0.921631 3.755434 -0.8 -1.6 -1.6
P 0.855416 1.629571 4.001994 1.0 2.4 2.1
C 2.172506 0.427301 4.555154 0.1 -0.4 -1.7
C 2.329226 0.013641 6.034484 0.2 0.3 -0.5
C 3.066946 -1.368009 6.267914 -1.2 -0.8 0.5
C 2.642046 -2.039029 7.624064 0.1 1.0 0.1
C 1.280576 2.779291 2.547634 -0.7 0.0 -1.1
C 0.291336 3.924881 2.148234 -2.1 0.2 1.1
C 0.176896 4.370481 0.688174 1.9 -0.4 -0.3
C -0.572514 5.674101 0.407324 0.2 -0.2 0.6
C 0.630906 2.723641 5.520664 0.6 -0.7 0.2
C 1.888016 3.532551 5.949384 -0.4 1.3 -0.7
C 1.979866 4.048771 7.393664 -0.6 1.9 -0.4
C 2.273406 3.108151 8.486534 -0.1 -1.2 0.8
H -3.736164 -2.476699 5.443634 0.4 -0.6 0.0
H -3.393874 -1.193049 6.439654 0.4 0.0 0.5
H -2.061054 -2.338369 6.174964 0.0 -0.1 -0.4
H -3.439864 -0.173129 4.443354 0.0 0.2 0.0
H -2.647604 -1.420509 3.536154 0.4 -0.2 0.0
H -0.454674 -0.837419 5.021604 0.1 -0.2 -0.5
H -1.343534 0.446601 5.694274 -0.4 -0.2 0.4
H -1.527154 1.670561 3.570784 0.2 0.4 0.3
H -0.691804 0.362591 2.821994 0.5 0.1 -0.5
H 3.123576 0.797341 4.172214 0.1 0.4 0.0
H 1.998736 -0.401459 3.868804 -0.2 -0.5 0.0
H 1.333366 0.100691 6.468994 0.0 -0.8 0.4
H 2.876066 0.850911 6.468134 0.2 -0.3 0.5
H 4.152136 -1.358269 6.166124 0.0 0.8 0.3
H 2.807386 -2.112129 5.514914 -0.4 0.4 -0.4
H 3.290256 -2.809209 8.042084 0.4 0.1 -0.5
H 1.654416 -2.499129 7.592594 -0.1 0.2 -0.3
H 2.593576 -1.258029 8.382874 0.0 0.0 0.2
H 1.294396 2.091111 1.702464 -0.1 -0.5 -0.1
H 2.254226 3.262691 2.467404 0.4 -0.5 1.0
H 0.332006 4.805931 2.788684 0.9 0.1 0.1
H -0.750204 3.683011 2.359864 -0.3 -0.8 0.4
H -0.072014 3.482491 0.107124 -0.4 0.2 -0.3
H 1.190756 4.625521 0.379704 0.3 -0.3 -0.4
H -1.555804 5.755791 0.870534 0.0 0.0 0.2
H -0.683264 5.922201 -0.648276 0.1 -0.3 0.0
H 0.094626 6.423771 0.832794 -0.5 0.4 0.0
H 0.339756 2.103771 6.368644 0.1 -0.6 -0.1
H -0.270254 3.325251 5.402004 0.2 0.5 -0.3
H 1.847986 4.427651 5.328674 0.0 0.3 -0.1
H 2.847116 3.123741 5.631404 -0.1 -0.7 0.2
H 1.084206 4.573201 7.726614 -0.7 -0.2 -0.7
H 2.632896 4.921131 7.419274 0.6 -0.2 -0.3
H 1.744076 3.387361 9.397554 0.1 0.1 0.0
H 3.324886 3.016331 8.758684 0.0 -0.3 -0.3
H 1.817716 2.167931 8.175974 0.4 -0.6 0.4
C 4.227566 -2.841279 -4.137346 0.2 -0.1 0.3
C 4.295846 -3.205509 -2.651186 -0.3 -0.3 -0.8
C 5.014536 -2.259789 -1.769746 1.0 1.0 0.9
C 4.101586 -1.100689 -1.374216 0.1 0.8 -0.2
P 4.704886 0.039061 -0.118286 2.1 1.2 0.6
C 3.855326 1.650891 -0.012426 -1.2 -1.0 -0.3
C 3.196876 2.199731 -1.315476 -0.8 0.0 0.3
C 1.794726 1.602411 -1.530126 0.9 -1.1 0.6
C 1.108016 2.011961 -2.819956 0.6 0.7 0.7
C 6.476486 0.532651 -0.577546 -1.9 -1.6 0.4
C 6.554746 0.969081 -2.038986 0.3 -0.4 0.6
C 6.682666 2.463331 -2.218936 0.0 -0.3 0.2
C 7.038336 2.776501 -3.648306 0.3 0.5 0.1
C 4.666156 -0.763859 1.523124 0.0 -1.1 -0.1
C 5.908586 -1.604909 1.946034 -0.1 1.2 0.3
C 5.791546 -2.037839 3.430104 -0.4 -0.3 0.6
C 4.755346 -3.151999 3.799564 0.6 1.4 -1.2
H 3.928166 -3.771509 -4.620176 -0.1 0.3 -0.5
H 5.205976 -2.544359 -4.515046 0.1 -0.1 -0.1
H 3.540846 -2.028379 -4.373386 -0.2 -0.1 0.0
H 4.843046 -4.147759 -2.622046 -0.5 -0.3 0.3
H 3.277626 -3.232179 -2.263096 -0.1 -1.0 0.0
H 5.914686 -1.929319 -2.288036 0.1 0.4 0.0
H 5.385046 -2.737359 -0.862696 -0.2 -0.3 0.1
H 3.137316 -1.466119 -1.021016 -0.1 0.0 0.1
H 3.941946 -0.451199 -2.234896 -0.4 -0.1 -0.2
H 4.472986 2.309691 0.597964 0.4 0.2 -0.5
H 3.054976 1.367521 0.671124 -0.6 0.1 0.0
H 3.715076 2.045621 -2.261956 0.6 0.0 0.3
H 3.009546 3.268481 -1.211696 0.5 0.2 0.0
H 1.190336 1.839401 -0.654546 -0.1 0.0 0.0
H 1.900856 0.518071 -1.497526 -0.2 -0.2 0.1
H 1.187916 1.285611 -3.628736 -0.4 -0.1 0.2
H 1.606656 2.910841 -3.182546 -0.4 0.3 -0.2
H 0.111066 2.260261 -2.455896 -0.4 0.0 -1.1
H 6.911766 -0.453659 -0.416856 0.7 0.1 -0.2
H 6.932386 1.235371 0.119904 -0.3 0.0 0.1
H 5.722696 0.554561 -2.608166 0.0 0.1 -0.2
H 7.453306 0.476751 -2.410876 0.1 0.2 -0.4
H 7.443636 2.809481 -1.519506 0.2 0.1 -0.1
H 5.769346 3.005461 -1.973896 -0.1 -0.1 0.3
H 7.781886 2.077601 -4.031406 0.0 0.1 -0.1
H 7.474956 3.775231 -3.651506 -0.2 0.0 -0.5
H 6.137296 2.724761 -4.259506 0.2 0.1 -0.3
H 3.854456 -1.491339 1.518604 -0.7 0.5 -0.1
H 4.452196 -0.000239 2.270924 0.0 0.0 0.0
H 6.705236 -0.863759 1.881764 0.6 -0.5 0.1
H 6.089116 -2.401559 1.224324 0.1 -0.1 0.2
H 5.482316 -1.132399 3.952254 -0.1 0.2 0.2
H 6.747216 -2.278369 3.895884 0.3 -0.1 -0.5
H 5.062066 -4.087869 3.332484 -0.3 -0.1 0.2
H 3.835526 -2.753939 3.371114 -0.5 -0.7 0.0
H 4.600566 -3.252169 4.873864 0.3 -0.1 -0.2
```
Positions in Å, forces in eV/Å.

Computed properties:
2S+1	1
E	-93650.499	eV
highest occupied orbital energy	-12.780	eV
charge	+3